Record 1
Density functional theory data (the ωB97M-V functional and the def2-TZVPD basis) for C13H33CaO7Sr as an isolated structure at a distorted geometry.

spin multiplicity = 1
orbital gap = 0.043 Ha
charge = +3
HOMO = -0.511 hartree
strongest force on any atom = 0.08177 Eh/bohr

```
55
Properties=species:S:1:pos:R:3:forces:R:3:nbo_charge:R:1
Sr 29.910 -34.373 -14.129 1.4 1.0 -0.5 1.88
Ca 33.125 -37.913 -11.403 1.9 0.1 -0.4 1.83
O 35.533 -33.550 -14.381 -1.2 -0.5 -0.1 -0.65
C 34.218 -33.729 -14.211 -2.7 -0.7 1.8 0.95
O 33.424 -32.781 -14.382 0.0 0.4 -0.8 -0.80
O 33.749 -34.844 -13.753 0.4 -1.3 0.1 -0.93
H 35.446 -32.661 -14.734 1.2 0.9 -0.3 0.51
C 38.877 -31.886 -17.764 0.3 0.4 0.7 -0.63
C 39.443 -30.475 -17.957 0.4 0.8 1.3 0.09
C 39.572 -29.498 -16.707 -1.2 -0.7 -0.5 -0.62
O 40.804 -30.630 -18.337 -0.7 -0.2 -0.8 -0.62
H 39.517 -32.411 -17.054 0.1 -0.2 0.2 0.19
H 38.950 -32.417 -18.713 -0.2 0.1 0.0 0.23
H 37.873 -31.918 -17.339 -0.1 0.1 -0.3 0.21
H 38.769 -29.972 -18.651 0.8 0.2 -0.6 0.19
H 39.992 -29.950 -15.808 -0.4 -0.5 0.0 0.20
H 38.540 -29.166 -16.594 0.0 0.3 0.8 0.21
H 40.225 -28.638 -16.854 -0.2 -0.1 -0.8 0.24
H 41.026 -31.236 -17.627 1.2 -0.2 -0.1 0.46
C 37.794 -34.945 -9.797 2.0 0.3 0.0 -0.64
C 37.582 -36.280 -10.509 3.0 2.1 -0.4 0.08
C 38.733 -37.299 -10.257 0.5 0.8 -0.6 -0.66
O 36.419 -36.766 -10.011 -3.7 -2.0 0.4 -0.77
H 37.734 -35.095 -8.719 -0.2 0.2 0.1 0.20
H 37.266 -34.051 -10.129 -0.8 -0.5 0.0 0.23
H 38.817 -34.629 -10.000 0.3 -0.1 0.2 0.23
H 37.479 -35.980 -11.552 -0.1 -0.8 -0.3 0.19
H 39.716 -36.827 -10.238 -0.1 0.4 -0.2 0.24
H 38.825 -38.038 -11.053 -0.4 -0.2 0.2 0.23
H 38.718 -37.775 -9.276 -0.6 -0.1 0.0 0.22
H 36.666 -36.974 -9.107 -0.5 -0.3 0.4 0.48
C 36.692 -40.191 -15.504 1.9 -0.3 -1.4 -0.66
C 35.397 -39.459 -15.248 0.9 -1.2 -1.9 0.07
C 34.413 -39.659 -16.429 -0.2 1.1 -0.4 -0.65
O 34.875 -40.091 -14.128 -1.9 0.5 3.0 -0.77
H 36.580 -41.153 -16.003 -0.4 0.0 -0.2 0.22
H 37.386 -40.429 -14.697 -0.8 0.3 0.9 0.24
H 37.390 -39.628 -16.124 -0.3 0.2 -0.6 0.24
H 35.679 -38.430 -15.026 -0.7 0.2 0.1 0.18
H 33.468 -39.118 -16.404 -0.1 0.5 0.9 0.19
H 34.056 -40.680 -16.570 0.7 -0.3 0.1 0.22
H 34.791 -39.276 -17.376 0.5 -0.4 0.0 0.25
H 34.439 -40.904 -14.394 0.1 -0.2 -0.1 0.49
C 32.364 -28.300 -17.024 0.5 0.8 -0.6 -0.64
C 33.756 -27.977 -16.430 -2.3 -0.8 1.7 0.10
C 33.592 -27.425 -14.953 1.2 -0.4 -1.4 -0.64
O 34.456 -29.254 -16.347 0.0 1.2 -0.2 -0.72
H 31.678 -27.462 -16.902 0.1 0.2 -0.3 0.22
H 31.827 -29.141 -16.583 0.4 -0.3 0.5 0.17
H 32.494 -28.546 -18.078 -0.2 0.1 -0.1 0.22
H 34.291 -27.246 -17.036 0.1 -0.4 -0.1 0.20
H 34.615 -27.081 -14.798 -0.1 0.1 1.0 0.22
H 33.342 -28.261 -14.300 0.1 0.0 0.1 0.19
H 32.897 -26.610 -14.750 0.0 0.0 -0.5 0.22
H 33.739 -29.811 -16.037 0.3 -0.5 0.1 0.45
```
Positions in Å, forces in eV/Å.

---

Record 2
Density functional theory data (the ωB97M-V functional and the def2-TZVPD basis) for C7H14O as an isolated structure at a distorted geometry.

spin multiplicity = 1
orbital gap = 0.378 Ha
charge = 0
HOMO = -0.360 hartree
energy relative to the best compared isomer or geometry (same formula, charge and spin) = 363.4 kJ/mol
strongest force on any atom = 0.08267 Eh/bohr

```
22
Properties=species:S:1:pos:R:3:forces:R:3:nbo_charge:R:1
C 1.921 -0.866 -0.171 0.0 0.2 -0.1 -0.40
C 2.419 -0.147 -1.423 0.0 -0.1 0.2 -0.60
C 1.773 0.078 1.019 0.0 -0.2 0.0 -0.61
H 2.616 -1.672 0.084 -0.1 0.0 0.0 0.20
H 0.955 -1.330 -0.384 0.0 -0.1 0.0 0.20
H 2.732 0.529 1.279 0.0 0.0 0.0 0.20
H 2.542 -0.839 -2.256 -0.1 0.0 -0.1 0.21
H 3.390 0.318 -1.242 0.0 0.1 0.0 0.20
H 1.716 0.636 -1.716 0.0 0.0 -0.1 0.20
H 1.396 -0.448 1.896 0.0 0.0 0.0 0.22
H 1.074 0.886 0.796 0.0 0.1 -0.1 0.19
C -2.571 0.558 1.610 -0.1 0.9 -2.5 -0.70
C -1.717 -0.412 0.934 -1.7 -1.7 -1.0 0.53
C -2.013 -0.253 -0.590 3.8 -0.5 -0.9 -0.38
C -1.577 0.790 -1.318 -1.1 -0.3 0.3 -0.33
O -1.378 -1.496 1.354 0.6 0.8 -0.1 -0.54
H -2.086 -1.220 -1.083 -0.4 0.0 0.0 0.24
H -2.754 0.355 2.660 -0.8 -0.1 -0.2 0.25
H -2.277 1.588 1.426 0.2 0.2 0.2 0.23
H -3.169 0.428 0.386 -0.8 0.5 4.1 0.31
H -1.450 1.760 -0.862 0.5 0.1 0.1 0.19
H -1.544 0.757 -2.397 -0.1 0.0 -0.1 0.21
```
Positions in Å, forces in eV/Å.

---

Record 3
Density functional theory data (the ωB97M-V functional and the def2-TZVPD basis) for C31H25F5O4PSnTe as an isolated structure at a distorted geometry.

spin multiplicity = 1
orbital gap = 0.266 Ha
charge = +1
HOMO = -0.408 hartree
energy relative to the best compared isomer or geometry (same formula, charge and spin) = 50.5 kJ/mol
strongest force on any atom = 0.04080 Eh/bohr

```
68
Properties=species:S:1:pos:R:3:forces:R:3:nbo_charge:R:1
Sn -1.126 1.276 -0.372 2.0 -0.5 0.0 2.16
C -0.245 -3.177 4.914 -0.1 0.0 0.0 -0.26
O -1.148 -2.159 5.347 0.1 0.1 0.0 -0.46
C -1.419 -1.155 4.518 -0.1 -0.1 0.0 0.43
C -2.227 -0.126 5.076 0.0 0.0 0.0 -0.29
C -2.569 0.934 4.311 0.0 0.0 -0.1 -0.09
C -2.126 1.060 2.956 -0.1 -0.2 0.1 -0.35
C -2.534 2.157 2.187 0.0 0.2 -0.2 0.63
C -3.481 3.190 2.713 0.0 0.1 0.0 -0.71
O -2.130 2.390 0.987 -0.9 0.2 -0.1 -0.76
C -1.313 0.015 2.423 0.0 0.1 0.0 0.56
O -0.840 0.036 1.201 -0.5 -0.5 0.1 -0.83
C -0.978 -1.091 3.211 0.0 0.1 0.0 -0.43
H -0.044 -3.786 5.788 0.0 0.0 0.0 0.22
H 0.684 -2.739 4.545 0.0 0.0 0.0 0.19
H -0.704 -3.785 4.133 0.0 0.0 0.0 0.19
H -2.547 -0.220 6.103 0.0 0.0 0.0 0.25
H -3.182 1.712 4.742 0.0 0.0 0.0 0.23
H -3.051 3.700 3.576 0.0 0.0 0.0 0.25
H -4.416 2.726 3.029 0.0 0.0 0.0 0.25
H -3.683 3.920 1.935 0.0 0.0 0.0 0.26
H -0.377 -1.865 2.756 0.0 0.0 0.0 0.24
C 0.552 -2.214 -5.734 0.0 0.0 0.0 -0.18
C 0.305 -0.867 -5.497 0.0 0.0 0.0 -0.19
C 0.237 -0.392 -4.199 0.0 0.0 0.0 -0.22
C 0.422 -1.266 -3.129 -0.1 -0.1 0.0 -0.29
C 0.664 -2.617 -3.366 0.0 0.0 0.0 -0.21
C 0.733 -3.085 -4.672 0.0 0.0 0.0 -0.20
P 0.411 -0.606 -1.449 -0.2 -0.1 0.2 0.96
C 0.539 -2.038 -0.347 0.1 0.0 -0.1 -0.37
C -0.607 -2.808 -0.152 0.0 0.0 0.0 -0.19
C -0.557 -3.944 0.638 0.0 0.0 0.0 -0.21
C 0.638 -4.310 1.249 0.0 0.0 0.0 -0.20
C 1.774 -3.534 1.075 0.0 0.0 0.0 -0.22
C 1.728 -2.398 0.276 0.0 0.0 0.0 -0.14
C 1.915 0.375 -1.317 0.1 0.0 -0.2 -0.40
C 3.072 -0.097 -1.889 0.0 0.0 0.1 -0.16
C 4.280 0.615 -1.780 0.0 0.0 0.0 -0.22
C 4.305 1.797 -1.100 0.0 0.0 0.0 -0.13
C 3.127 2.340 -0.535 0.0 -0.1 0.0 -0.09
C 3.162 3.576 0.155 0.0 0.0 0.0 -0.15
C 2.027 4.120 0.673 -0.1 0.1 0.0 -0.21
C 0.790 3.462 0.498 0.1 -0.1 0.0 -0.18
C 0.718 2.250 -0.135 0.2 0.4 -0.3 -0.49
C 1.897 1.643 -0.659 0.0 0.1 0.1 0.05
H 0.600 -2.584 -6.749 0.0 0.0 0.0 0.23
H 0.161 -0.185 -6.325 0.0 0.0 0.0 0.23
H 0.047 0.658 -4.023 0.0 0.0 0.0 0.23
H 0.802 -3.305 -2.543 0.0 0.0 0.0 0.23
H 0.928 -4.133 -4.855 0.0 0.0 0.0 0.23
H -1.542 -2.522 -0.623 0.0 0.0 0.0 0.22
H -1.447 -4.544 0.778 0.0 0.0 0.0 0.23
H 0.681 -5.204 1.857 0.0 0.0 0.0 0.23
H 2.703 -3.816 1.554 0.0 0.0 0.0 0.23
H 2.618 -1.796 0.142 0.0 0.0 0.0 0.22
H 3.063 -1.041 -2.423 0.0 0.0 0.0 0.23
H 5.180 0.215 -2.227 0.0 0.0 0.0 0.23
H 5.232 2.347 -0.992 0.0 0.0 0.0 0.22
H 4.112 4.086 0.255 0.0 0.0 0.0 0.22
H 2.063 5.067 1.194 0.0 0.0 0.0 0.23
H -0.111 3.944 0.858 0.0 0.0 0.0 0.22
F -1.387 3.610 -1.763 0.0 0.1 0.0 -0.62
Te -2.557 2.772 -2.970 -0.1 0.4 0.6 3.48
F -3.741 2.052 -4.161 0.0 -0.2 0.0 -0.58
F -2.941 4.445 -3.609 0.0 0.0 -0.1 -0.58
F -3.878 3.049 -1.705 -0.2 -0.1 -0.1 -0.61
F -1.189 2.708 -4.196 0.1 -0.2 -0.1 -0.60
O -2.073 1.164 -2.158 -0.6 0.4 0.0 -1.18
```
Positions in Å, forces in eV/Å.

---

Record 4
Density functional theory data (the ωB97M-V functional and the def2-TZVPD basis) for C7H6ClIN2O3 in the gas phase at a distorted geometry.

spin multiplicity = 1
orbital gap = 0.290 Ha
charge = 0
SMILES = [O-]/[N+](=N\Cc1ccccc1OCl)OI
HOMO = -0.335 hartree
energy relative to the best compared isomer or geometry (same formula, charge and spin) = 84.4 kJ/mol
strongest force on any atom = 0.08340 Eh/bohr

```
20
Properties=species:S:1:pos:R:3:forces:R:3:nbo_charge:R:1
C 1.944 1.520 -1.030 -0.7 -0.5 -1.3 -0.18
C 1.102 1.473 -2.166 -0.7 -0.1 1.8 -0.22
C 1.641 0.944 0.164 -2.4 -0.1 -0.4 -0.20
C -0.118 0.761 -2.085 0.3 0.2 0.9 -0.21
C 0.346 0.396 0.303 0.5 -0.3 -0.8 -0.01
C -0.530 0.262 -0.824 2.2 1.1 0.8 0.25
C 0.009 -0.046 1.700 1.6 0.3 0.2 -0.28
N -0.833 -1.169 1.813 -2.6 1.4 2.3 -0.29
N -0.552 -2.203 1.259 2.2 1.8 -0.7 0.58
O 0.450 -2.472 0.645 2.0 -0.6 -1.1 -0.45
O -1.402 -3.161 1.247 -2.3 -3.6 -0.1 -0.49
O -1.689 -0.399 -0.577 -1.7 0.1 -0.7 -0.48
Cl -3.229 0.540 -0.737 1.6 -0.6 0.1 0.17
I -3.291 -2.942 1.765 -0.3 0.4 0.2 0.50
H 2.887 1.968 -1.092 1.2 1.0 -0.4 0.21
H 1.326 2.254 -2.874 0.0 -0.7 -1.0 0.22
H 2.240 1.145 1.030 0.4 -0.4 0.3 0.21
H -0.782 0.567 -2.919 0.0 0.5 -0.1 0.23
H 1.019 -0.222 2.227 -1.6 0.3 -0.5 0.22
H -0.539 0.785 2.150 0.2 -0.2 0.4 0.23
```
Positions in Å, forces in eV/Å.

---

Record 5
Density functional theory data (the ωB97M-V functional and the def2-TZVPD basis) for an isolated ion of composition C11H19Br2F3N3O2 and charge +1 at a distorted geometry.

spin multiplicity = 1
orbital gap = 0.388 Ha
charge = +1
SMILES = CCCC[C@H]1NC(NCC[C@@](F)(Br)C(F)(F)Br)=[N+](O)CO1
HOMO = -0.507 hartree
strongest force on any atom = 0.03448 Eh/bohr

```
40
Properties=species:S:1:pos:R:3:forces:R:3:nbo_charge:R:1
C 4.496 1.943 -0.007 0.0 0.1 -0.2 -0.61
C 3.591 3.000 -0.625 -0.1 -0.5 0.1 -0.39
C 2.098 2.819 -0.336 0.1 0.0 0.0 -0.39
C 1.682 1.358 -0.194 0.1 0.7 0.4 -0.43
C 0.187 1.143 -0.090 0.3 -0.6 0.1 0.24
N -0.226 0.595 1.244 -0.2 0.5 -0.2 -0.65
C -1.543 0.179 1.047 0.7 0.1 0.7 0.69
N -1.874 -1.044 1.257 -0.4 -1.0 0.3 -0.50
C -0.997 -2.116 1.722 -0.2 -0.7 -0.3 -0.22
C -1.282 -3.412 0.959 0.1 0.4 0.4 -0.50
C -1.019 -3.305 -0.542 -0.3 -0.9 -0.2 0.25
F -0.452 -2.122 -0.843 0.4 0.9 -0.1 -0.35
Br 0.308 -4.637 -1.070 -0.2 0.0 0.1 0.10
C -2.319 -3.470 -1.433 1.4 0.6 -0.1 0.63
F -3.258 -4.090 -0.787 -1.3 -0.4 1.1 -0.30
F -2.072 -4.176 -2.497 0.4 -0.7 -1.4 -0.29
Br -2.954 -1.758 -2.135 -0.3 0.3 0.1 -0.01
N -2.419 1.097 0.636 -0.3 -0.3 -1.7 -0.12
O -3.631 0.544 0.233 -0.7 0.2 0.5 -0.55
C -1.894 1.992 -0.463 -0.5 1.1 0.2 0.08
O -0.572 2.310 -0.280 0.2 0.0 -0.2 -0.49
H 4.461 1.939 1.075 0.1 0.1 0.3 0.20
H 5.507 2.128 -0.341 0.4 0.1 0.2 0.23
H 4.260 0.941 -0.343 -0.1 -0.2 -0.1 0.19
H 3.891 3.977 -0.269 0.1 0.3 0.0 0.21
H 3.770 2.990 -1.693 -0.1 0.0 -0.4 0.20
H 1.517 3.271 -1.128 -0.1 0.3 -0.2 0.22
H 1.862 3.355 0.579 -0.2 0.0 0.2 0.20
H 2.074 0.777 -1.016 0.0 -0.2 -0.3 0.23
H 2.139 0.976 0.709 0.1 -0.3 0.2 0.23
H -0.116 0.384 -0.813 -0.1 -0.1 -0.2 0.18
H -0.324 1.434 1.823 0.5 -0.2 0.3 0.40
H -2.841 -1.309 1.091 0.1 0.2 0.0 0.44
H 0.047 -1.884 1.605 0.2 0.6 0.0 0.25
H -1.212 -2.319 2.760 0.0 0.1 0.4 0.24
H -0.583 -4.132 1.350 0.1 -0.3 0.3 0.27
H -2.268 -3.787 1.210 -0.2 0.0 -0.3 0.25
H -3.479 -0.040 -0.540 0.2 0.2 0.0 0.47
H -2.465 2.906 -0.416 -0.2 0.2 0.1 0.23
H -2.092 1.540 -1.437 0.1 -0.6 0.0 0.18
```
Positions in Å, forces in eV/Å.

---

Number 1 is which compound? C13H33CaO7Sr

---

What is the orbital gap in the fifth record? 0.388 Ha

---

Please write out number 5 again, unchanged.
Density functional theory data (the ωB97M-V functional and the def2-TZVPD basis) for an isolated ion of composition C11H19Br2F3N3O2 and charge +1 at a distorted geometry.

spin multiplicity = 1
orbital gap = 0.388 Ha
charge = +1
SMILES = CCCC[C@H]1NC(NCC[C@@](F)(Br)C(F)(F)Br)=[N+](O)CO1
HOMO = -0.507 hartree
strongest force on any atom = 0.03448 Eh/bohr

```
40
Properties=species:S:1:pos:R:3:forces:R:3:nbo_charge:R:1
C 4.496 1.943 -0.007 0.0 0.1 -0.2 -0.61
C 3.591 3.000 -0.625 -0.1 -0.5 0.1 -0.39
C 2.098 2.819 -0.336 0.1 0.0 0.0 -0.39
C 1.682 1.358 -0.194 0.1 0.7 0.4 -0.43
C 0.187 1.143 -0.090 0.3 -0.6 0.1 0.24
N -0.226 0.595 1.244 -0.2 0.5 -0.2 -0.65
C -1.543 0.179 1.047 0.7 0.1 0.7 0.69
N -1.874 -1.044 1.257 -0.4 -1.0 0.3 -0.50
C -0.997 -2.116 1.722 -0.2 -0.7 -0.3 -0.22
C -1.282 -3.412 0.959 0.1 0.4 0.4 -0.50
C -1.019 -3.305 -0.542 -0.3 -0.9 -0.2 0.25
F -0.452 -2.122 -0.843 0.4 0.9 -0.1 -0.35
Br 0.308 -4.637 -1.070 -0.2 0.0 0.1 0.10
C -2.319 -3.470 -1.433 1.4 0.6 -0.1 0.63
F -3.258 -4.090 -0.787 -1.3 -0.4 1.1 -0.30
F -2.072 -4.176 -2.497 0.4 -0.7 -1.4 -0.29
Br -2.954 -1.758 -2.135 -0.3 0.3 0.1 -0.01
N -2.419 1.097 0.636 -0.3 -0.3 -1.7 -0.12
O -3.631 0.544 0.233 -0.7 0.2 0.5 -0.55
C -1.894 1.992 -0.463 -0.5 1.1 0.2 0.08
O -0.572 2.310 -0.280 0.2 0.0 -0.2 -0.49
H 4.461 1.939 1.075 0.1 0.1 0.3 0.20
H 5.507 2.128 -0.341 0.4 0.1 0.2 0.23
H 4.260 0.941 -0.343 -0.1 -0.2 -0.1 0.19
H 3.891 3.977 -0.269 0.1 0.3 0.0 0.21
H 3.770 2.990 -1.693 -0.1 0.0 -0.4 0.20
H 1.517 3.271 -1.128 -0.1 0.3 -0.2 0.22
H 1.862 3.355 0.579 -0.2 0.0 0.2 0.20
H 2.074 0.777 -1.016 0.0 -0.2 -0.3 0.23
H 2.139 0.976 0.709 0.1 -0.3 0.2 0.23
H -0.116 0.384 -0.813 -0.1 -0.1 -0.2 0.18
H -0.324 1.434 1.823 0.5 -0.2 0.3 0.40
H -2.841 -1.309 1.091 0.1 0.2 0.0 0.44
H 0.047 -1.884 1.605 0.2 0.6 0.0 0.25
H -1.212 -2.319 2.760 0.0 0.1 0.4 0.24
H -0.583 -4.132 1.350 0.1 -0.3 0.3 0.27
H -2.268 -3.787 1.210 -0.2 0.0 -0.3 0.25
H -3.479 -0.040 -0.540 0.2 0.2 0.0 0.47
H -2.465 2.906 -0.416 -0.2 0.2 0.1 0.23
H -2.092 1.540 -1.437 0.1 -0.6 0.0 0.18
```
Positions in Å, forces in eV/Å.